No. 1
This record from OMol25 describes a gas-phase ion, C5H8N (charge +1) in a non-equilibrium geometry. The level of theory is the ωB97M-V functional and the def2-TZVPD basis.

As for the spin multiplicity: 1. As for the net charge: +1. Its strongest force on any atom is 5.0 eV/Å. As for the calculated total energy: -6791.62621 eV. As for the relative energy (zero: lowest compared OMol25 entry of this formula, charge and spin): 149.02 kcal per mole.

CARTESIAN COORDINATES (ANGSTROEM)
N: 0.2865 -0.9903 -1.3617
C: -1.4952 0.6715 -0.9451
C: -0.7300 -0.5173 -0.4447
C: -0.7417 1.1924 -0.0280
C: 0.4276 -0.0207 1.2050
C: 0.1221 1.4609 1.0822
H: 1.4061 -0.4297 0.7411
H: -1.3066 -1.3892 -0.0237
H: 0.3315 -1.9808 -1.5412
H: -0.0718 -0.5146 2.1006
H: 0.9755 2.0773 0.7138
H: -0.4238 1.8139 1.9589
H: 1.1658 -0.7398 -1.1373
H: 0.0539 -0.6337 -2.3200

***

No. 2
This record from OMol25 describes 2 unconnected molecules or ions with the total composition C5H8N in a non-equilibrium geometry. The level of theory is the ωB97M-V functional and the def2-TZVPD basis.

As for the spin multiplicity: 1. As for the net charge: +1. Its strongest force on any atom is 4.3 eV/Å. As for the calculated total energy: -6790.94220 eV. As for the relative energy (zero: lowest compared OMol25 entry of this formula, charge and spin): 164.80 kcal per mole.

CARTESIAN COORDINATES (ANGSTROEM)
N: 1.3256 -0.0184 0.4875
C: 2.2343 0.8304 -0.2907
C: -2.9742 0.0224 -0.1883
C: -1.8705 0.5587 0.1858
C: 0.1898 -0.6447 -0.0924
C: 2.6951 -0.3420 -0.0300
H: 0.2222 -0.7121 -1.1682
H: 1.2321 0.1458 1.4926
H: -3.8963 0.5794 -0.0365
H: 2.2235 1.8014 -0.7256
H: -1.5167 1.4511 0.6445
H: -3.0854 -0.9430 -0.6494
H: -0.1227 -1.5423 0.4162
H: 3.3434 -1.1866 -0.0455

***

Question: Which of these has the highest relative energy (zero: lowest compared OMol25 entry of this formula, charge and spin)?
Answer: number 2

***

Question: What is the net charge in the first record?
Answer: +1

***

Question: spin multiplicity of number 2 (C5H8N)?
Answer: 1